15
Properties=species:S:1:pos:R:3:nbo_charge:R:1 method="wB97M-V/def2-TZVPD" total_charge=+1 gap_ha=0.3966 lumo_energy_ev=-3.8 smiles="ClCC1=[NH+]CCN1" homo_ev=-14.64 max_force_ev_per_a=0.9 relative_energy_kj_mol=0.0
Cl -1.410 -1.726 -2.127 0.02
C 0.105 -0.733 -2.013 -0.43
C 0.109 -0.186 -0.638 0.54
N 0.610 -0.808 0.405 -0.51
C 0.376 -0.073 1.642 -0.23
C -0.375 1.180 1.146 -0.23
N -0.449 0.953 -0.292 -0.51
H 0.951 -1.393 -2.201 0.26
H 0.051 0.046 -2.772 0.26
H 1.057 -1.711 0.388 0.45
H 1.326 0.168 2.123 0.23
H -0.220 -0.674 2.333 0.24
H -1.378 1.264 1.568 0.24
H 0.168 2.105 1.354 0.23
H -0.921 1.587 -0.916 0.45